(1)
The following is a quantum chemistry calculation of one molecule with the formula C20H27N5O4, from the OMol25 dataset.

For the highest occupied orbital energy, the calculation gives -8.04 eV. The strongest force on any atom is 0.1 eV/Å. The SMILES is Cc1c/c(=N\[C@H]2CC[C@@]3(CC2)CN(C(=O)c2conc2C)CCO3)[nH]c(CO)n1. As for the spin multiplicity: 1.

Positions of all 56 atoms, in Å:
C (2.46, 1.84, -5.75)
C (2.36, 2.48, -4.40)
C (1.52, 2.02, -3.45)
C (1.45, 2.66, -2.15)
N (0.79, 2.47, -1.08)
C (-0.24, 1.49, -0.80)
C (-0.50, 0.36, -1.80)
C (-1.60, -0.58, -1.30)
C (-1.28, -1.18, 0.06)
C (-1.03, -0.04, 1.06)
C (0.07, 0.89, 0.57)
C (-2.40, -2.10, 0.52)
N (-2.01, -2.85, 1.71)
C (-2.59, -2.55, 2.91)
O (-3.39, -1.64, 3.04)
C (-2.25, -3.39, 4.08)
C (-2.11, -4.73, 4.21)
O (-1.95, -5.06, 5.49)
N (-1.99, -3.91, 6.26)
C (-2.18, -2.92, 5.44)
C (-2.28, -1.52, 5.93)
C (-0.79, -3.62, 1.51)
C (0.31, -2.70, 1.00)
O (-0.09, -1.97, -0.14)
N (2.36, 3.74, -2.08)
C (3.17, 4.13, -3.08)
C (4.04, 5.31, -2.75)
O (4.87, 5.63, -3.84)
N (3.22, 3.56, -4.23)
H (1.78, 0.99, -5.85)
H (2.23, 2.57, -6.52)
H (3.48, 1.50, -5.92)
H (0.90, 1.17, -3.67)
H (-1.18, 2.05, -0.70)
H (-0.83, 0.76, -2.76)
H (0.41, -0.21, -1.96)
H (-2.55, -0.04, -1.22)
H (-1.75, -1.40, -2.01)
H (-1.97, 0.51, 1.17)
H (-0.81, -0.43, 2.05)
H (1.02, 0.35, 0.50)
H (0.21, 1.71, 1.28)
H (-3.30, -1.53, 0.76)
H (-2.62, -2.81, -0.28)
H (-2.12, -5.54, 3.51)
H (-3.26, -1.11, 5.67)
H (-2.15, -1.50, 7.01)
H (-1.53, -0.89, 5.46)
H (-0.47, -4.08, 2.44)
H (-0.98, -4.41, 0.77)
H (0.63, -2.03, 1.80)
H (1.18, -3.29, 0.69)
H (2.36, 4.22, -1.19)
H (3.38, 6.15, -2.49)
H (4.62, 5.06, -1.86)
H (5.41, 6.39, -3.60)

Mulliken population analysis, charges in e, atoms 1 to 8: atom 1 (C): -1.27, atom 2 (C): 0.25, atom 3 (C): -0.07, atom 4 (C): 0.49, atom 5 (N): -0.64, atom 6 (C): 0.35, atom 7 (C): -0.84, atom 8 (C): -1.60


(2)
The following is a quantum chemistry calculation of one molecule with the formula C20H27N5O4, from the OMol25 dataset.

For the highest occupied orbital energy, the calculation gives -8.09 eV. The strongest force on any atom is 0.6 eV/Å. The SMILES is Cc1c/c(=N\[C@H]2CC[C@@]3(CC2)CN(C(=O)c2conc2C)CCO3)[nH]c(CO)n1. As for the spin multiplicity: 1.

Positions of all 56 atoms, in Å:
C (4.15, 2.55, 2.78)
C (3.17, 3.24, 1.88)
C (1.95, 2.71, 1.62)
C (1.00, 3.42, 0.78)
N (-0.21, 3.19, 0.45)
C (-0.88, 1.91, 0.61)
C (-2.08, 1.94, -0.34)
C (-2.91, 0.66, -0.28)
C (-2.08, -0.57, -0.60)
C (-0.86, -0.60, 0.31)
C (-0.04, 0.68, 0.22)
C (-2.92, -1.83, -0.47)
N (-2.22, -2.99, -1.00)
C (-1.73, -3.93, -0.13)
O (-1.83, -3.81, 1.08)
C (-1.10, -5.15, -0.70)
C (-1.47, -5.94, -1.73)
O (-0.70, -7.03, -1.79)
N (0.23, -6.97, -0.76)
C (-0.02, -5.87, -0.10)
C (0.79, -5.50, 1.09)
C (-1.82, -2.81, -2.39)
C (-1.01, -1.53, -2.52)
O (-1.70, -0.42, -1.99)
N (1.53, 4.64, 0.33)
C (2.76, 5.08, 0.63)
C (3.20, 6.38, 0.00)
O (2.13, 7.10, -0.59)
N (3.61, 4.44, 1.37)
H (3.76, 1.62, 3.18)
H (5.07, 2.35, 2.23)
H (4.42, 3.21, 3.61)
H (1.64, 1.80, 2.11)
H (-1.23, 1.79, 1.64)
H (-2.70, 2.81, -0.10)
H (-1.70, 2.09, -1.35)
H (-3.34, 0.54, 0.72)
H (-3.75, 0.72, -0.98)
H (-1.22, -0.74, 1.33)
H (-0.24, -1.47, 0.10)
H (0.32, 0.83, -0.80)
H (0.85, 0.57, 0.85)
H (-3.17, -2.02, 0.57)
H (-3.85, -1.70, -1.04)
H (-2.25, -5.87, -2.47)
H (0.14, -5.43, 1.97)
H (1.56, -6.24, 1.26)
H (1.25, -4.52, 0.95)
H (-1.21, -3.65, -2.72)
H (-2.71, -2.75, -3.01)
H (-0.04, -1.65, -2.04)
H (-0.84, -1.30, -3.57)
H (0.93, 5.23, -0.23)
H (3.74, 6.96, 0.75)
H (3.90, 6.14, -0.80)
H (1.75, 7.70, 0.06)

Mulliken population analysis, charges in e, atoms 1 to 8: atom 1 (C): -1.28, atom 2 (C): 0.54, atom 3 (C): -0.31, atom 4 (C): 0.33, atom 5 (N): -0.65, atom 6 (C): 0.46, atom 7 (C): -1.04, atom 8 (C): -1.12


(3)
The following is a quantum chemistry calculation of one molecule with the formula C20H27N5O4S, from the OMol25 dataset.

For the highest occupied orbital energy, the calculation gives -8.01 eV. The strongest force on any atom is 1.0 eV/Å. The SMILES is COc1cccc(N2CCN(C(=O)[C@@H]3CCCN(S(=O)(=O)c4cnc[nH]4)C3)CC2)c1. As for the spin multiplicity: 1.

Positions of all 57 atoms, in Å:
C (0.65, 4.29, -2.54)
O (1.44, 3.31, -1.90)
C (1.08, 2.89, -0.66)
C (-0.01, 3.37, 0.06)
C (-0.27, 2.85, 1.32)
C (0.52, 1.85, 1.86)
C (1.62, 1.35, 1.14)
N (2.42, 0.40, 1.74)
C (1.82, -0.73, 2.40)
C (2.26, -2.04, 1.70)
N (2.59, -1.76, 0.32)
C (1.79, -1.85, -0.77)
O (2.22, -1.59, -1.88)
C (0.33, -2.21, -0.58)
C (-0.11, -3.34, -1.51)
C (-1.62, -3.55, -1.38)
C (-2.37, -2.24, -1.65)
N (-1.87, -1.16, -0.83)
S (-2.47, -1.11, 0.74)
O (-3.21, -2.29, 1.05)
O (-1.41, -0.70, 1.63)
C (-3.57, 0.26, 0.59)
C (-4.91, 0.42, 0.36)
N (-5.19, 1.74, 0.24)
C (-4.06, 2.37, 0.38)
N (-3.03, 1.52, 0.59)
C (-0.45, -0.94, -0.95)
C (3.81, -0.99, 0.21)
C (3.76, 0.14, 1.28)
C (1.88, 1.89, -0.11)
H (-0.38, 3.95, -2.68)
H (0.65, 5.23, -1.98)
H (1.11, 4.45, -3.51)
H (-0.64, 4.15, -0.33)
H (-1.07, 3.27, 1.91)
H (0.30, 1.47, 2.84)
H (0.73, -0.64, 2.35)
H (2.12, -0.76, 3.46)
H (3.16, -2.43, 2.17)
H (1.49, -2.80, 1.78)
H (0.08, -2.46, 0.45)
H (0.42, -4.27, -1.25)
H (0.16, -3.08, -2.53)
H (-1.96, -4.31, -2.09)
H (-1.87, -3.88, -0.37)
H (-3.43, -2.36, -1.43)
H (-2.25, -1.94, -2.70)
H (-5.67, -0.33, 0.30)
H (-3.94, 3.43, 0.33)
H (-2.05, 1.73, 0.75)
H (-0.18, -0.12, -0.28)
H (-0.22, -0.66, -1.98)
H (4.68, -1.63, 0.38)
H (3.86, -0.59, -0.80)
H (4.20, 1.06, 0.89)
H (4.35, -0.16, 2.16)
H (2.70, 1.54, -0.72)

Mulliken population analysis, charges in e, atoms 1 to 8: atom 1 (C): -0.92, atom 2 (O): -0.42, atom 3 (C): -0.25, atom 4 (C): -0.16, atom 5 (C): -1.43, atom 6 (C): -0.12, atom 7 (C): 0.27, atom 8 (N): 0.07


(4)
The following is a quantum chemistry calculation of a 2-piece molecular cluster, C20H28BNO7PS3 overall in a non-equilibrium geometry, from the OMol25 dataset.

As for the net charge: -1. For the highest occupied orbital energy, the calculation gives -2.13 eV. The strongest force on any atom is 5.3 eV/Å. As for the spin multiplicity: 1.

Positions of all 61 atoms, in Å:
O (4.82, -1.54, 0.91)
B (5.80, -1.42, -0.16)
O (6.13, -2.66, -0.87)
O (6.48, -0.22, -0.52)
C (6.14, 0.90, 0.36)
S (7.44, 0.96, 1.74)
C (6.33, 2.32, -0.42)
C (5.79, 2.30, -1.93)
C (4.24, 1.93, -2.03)
S (3.12, 3.40, -1.64)
C (1.46, 2.61, -1.52)
S (0.83, 1.95, -2.95)
N (0.63, 2.51, -0.32)
C (1.37, 2.71, 0.94)
C (0.74, 3.73, 1.97)
C (1.41, 4.00, 3.35)
C (2.75, 3.30, 3.74)
C (3.38, 2.29, 2.75)
C (2.68, 2.00, 1.37)
C (-0.22, 1.29, -0.30)
C (0.35, -0.12, 0.05)
C (-0.64, -1.32, 0.08)
C (-2.18, -1.12, -0.19)
C (-2.73, 0.30, -0.55)
C (-1.75, 1.52, -0.60)
H (4.98, -2.44, 1.27)
H (5.74, -2.65, -1.77)
H (7.39, 2.29, 2.18)
H (5.81, 3.19, 0.14)
H (7.46, 2.58, -0.43)
H (6.36, 1.43, -2.46)
H (6.02, 3.23, -2.54)
H (3.92, 1.55, -3.05)
H (4.00, 1.10, -1.27)
H (-0.25, 4.27, 1.74)
H (0.97, 4.72, 4.12)
H (3.28, 3.50, 4.74)
H (4.36, 1.73, 2.99)
H (3.19, 1.24, 0.67)
H (1.46, -0.23, 0.27)
H (-0.24, -2.36, 0.33)
H (-2.91, -2.00, -0.14)
H (-3.84, 0.50, -0.77)
H (-2.15, 2.57, -0.83)
C (-5.35, -4.12, 0.73)
O (-6.60, -3.99, 0.06)
P (-6.72, -2.86, -1.08)
O (-5.56, -1.94, -1.17)
O (-8.11, -2.15, -0.73)
C (-8.15, -1.38, 0.46)
O (-7.04, -3.68, -2.41)
C (-8.01, -4.72, -2.35)
H (-5.28, -3.36, 1.50)
H (-5.32, -5.11, 1.20)
H (-4.52, -4.04, 0.03)
H (-7.24, -0.78, 0.58)
H (-8.26, -2.04, 1.32)
H (-9.01, -0.71, 0.42)
H (-8.83, -4.47, -1.67)
H (-7.53, -5.64, -2.01)
H (-8.41, -4.88, -3.34)

Mulliken population analysis, charges in e, atoms 1 to 8: atom 1 (O): -0.53, atom 2 (B): 0.52, atom 3 (O): -0.55, atom 4 (O): -0.35, atom 5 (C): 0.03, atom 6 (S): -0.41, atom 7 (C): -0.62, atom 8 (C): -0.87


Number 1: orbital gap 8.6 eV. Number 2: orbital gap 8.6 eV. Number 3: orbital gap 8.7 eV. Number 4: orbital gap 3.9 eV.